Entry P
18
Properties=species:S:1:pos:R:3:mulliken_charge:R:1 method="wB97M-V/def2-TZVPD" homo_ev=-8.7 smiles="C=CN.CNC" lumo_ev=0.79 total_charge=0
C -0.9452 0.6974 4.4896 -0.580
C -0.3704 1.2768 3.4511 -0.005
N 0.3887 2.4004 3.1127 -0.635
H -1.2992 1.2854 5.2700 0.280
H -1.1262 -0.3824 4.4963 0.230
H -0.3902 0.5848 2.5136 0.150
H -0.1650 2.7952 2.3761 0.267
H 1.3587 2.3782 2.6423 0.293
C 1.2249 -0.3402 -2.6103 -0.704
N -0.1124 -0.8590 -2.2513 -0.365
C -0.5346 -2.0699 -3.1172 -0.904
H 1.3710 0.7095 -2.3517 0.320
H 1.3921 -0.3942 -3.7390 0.235
H 2.0490 -0.8930 -2.0554 0.212
H -0.9079 -0.2566 -2.2556 0.242
H 0.1120 -2.8568 -2.9284 0.294
H -1.5329 -2.3371 -2.9061 0.335
H -0.5122 -1.7387 -4.1364 0.335

=====

Entry Q
18
Properties=species:S:1:pos:R:3:mulliken_charge:R:1 method="wB97M-V/def2-TZVPD" homo_ev=-8.9 smiles=CNCCCN lumo_ev=1.16 total_charge=0
C -1.1799 -2.0857 0.5044 -0.854
N 0.2501 -1.7656 0.6932 -0.409
C 0.7486 -0.5472 0.0203 -0.573
C 0.0441 0.6512 0.6607 -0.576
C 0.4134 1.9638 -0.0796 -0.500
N 0.1333 1.8293 -1.5075 -0.525
H -1.3429 -3.1425 0.7502 0.346
H -1.7060 -1.4447 1.1997 0.280
H -1.6510 -2.0633 -0.4982 0.299
H 0.6987 -2.5564 0.2336 0.226
H 0.4626 -0.6789 -1.0244 0.415
H 1.8009 -0.4445 0.2985 0.227
H 0.2821 0.7273 1.7224 0.247
H -1.0383 0.5662 0.5917 0.354
H 1.4686 2.2010 0.1464 0.277
H -0.0933 2.8609 0.2839 0.382
H 0.5771 1.1679 -2.1115 0.170
H 0.1317 2.7612 -1.8839 0.215

=====

Entry R
18
Properties=species:S:1:pos:R:3:mulliken_charge:R:1 method="wB97M-V/def2-TZVPD" homo_ev=-9.3 smiles="C=CC.NCN" lumo_ev=0.74 total_charge=0
C 2.5523 0.7027 -1.5197 -0.706
C 3.0826 -0.4520 -1.0811 0.105
C 3.6266 -0.9588 0.2189 -0.806
H 2.0960 0.9057 -2.4735 0.289
H 2.6855 1.5554 -0.7697 0.181
H 2.9957 -1.4019 -1.7906 0.160
H 2.8651 -1.0161 1.0720 0.225
H 4.4168 -0.2628 0.3460 0.280
H 4.1707 -1.9521 0.0424 0.274
N -3.1455 0.9904 -0.3852 -0.578
C -3.0577 0.6266 1.0475 -0.337
N -2.5815 -0.7898 1.3241 -0.671
H -3.6949 0.2066 -0.7603 0.285
H -2.2210 1.0063 -0.7358 0.218
H -4.0665 0.7683 1.4123 0.290
H -2.3094 1.1017 1.7215 0.332
H -2.5245 -0.9193 2.3076 0.245
H -1.5465 -0.9066 1.0624 0.214

=====

Energy relative to the most stable one, in kcal/mol: entry P 49.6; entry Q 0.0; entry R 33.5

=====

Entry P
18
Properties=species:S:1:pos:R:3:mulliken_charge:R:1 method="wB97M-V/def2-TZVPD" homo_ev=-8.9 smiles=NCCCCN lumo_ev=1.10 total_charge=0
N 2.6383 0.6325 -0.5889 -0.572
C 1.3367 1.0910 -0.9844 -0.542
C 0.2618 0.7021 0.1711 -0.567
C -0.2429 -0.6862 0.0562 -0.821
C -1.7438 -0.9647 -0.0090 -0.445
N -2.1785 -0.8224 1.4166 -0.617
H 3.1727 1.2687 -1.1335 0.243
H 2.9729 -0.2465 -0.8452 0.209
H 0.8531 0.8476 -1.9496 0.336
H 1.1907 2.1996 -0.8886 0.320
H -0.6388 1.3831 -0.0281 0.346
H 0.4982 0.9529 1.2184 0.375
H 0.0552 -1.3793 0.8193 0.350
H 0.1993 -1.3435 -0.7964 0.330
H -2.3833 -0.3483 -0.5427 0.376
H -2.0207 -2.0738 -0.2870 0.233
H -3.2369 -0.6759 1.5445 0.219
H -1.5518 -0.1085 1.6921 0.226

=====

Entry Q
18
Properties=species:S:1:pos:R:3:mulliken_charge:R:1 method="wB97M-V/def2-TZVPD" homo_ev=-9.1 smiles="[H]/N=C/N.CCC" lumo_ev=1.07 total_charge=0
H 3.8679 -0.5234 -1.8606 0.239
N 3.7028 -0.6602 -2.8768 -0.657
C 3.8669 -1.9047 -3.0503 0.143
N 3.5196 -2.4781 -4.2358 -0.455
H 4.4859 -2.5931 -2.3563 0.239
H 3.7639 -3.4409 -4.5272 0.213
H 3.0675 -1.7374 -4.9314 0.279
C -3.9821 0.9829 2.0487 -1.000
C -2.8746 1.6834 3.0281 -0.182
C -3.3601 2.1860 4.4204 -0.947
H -4.1175 1.6045 1.1380 0.259
H -3.5974 0.0864 1.4498 0.279
H -4.9424 0.7565 2.4389 0.312
H -2.1428 0.7688 2.9643 0.201
H -2.3459 2.5146 2.4123 0.262
H -4.1154 1.5347 4.6353 0.325
H -3.9379 3.1777 4.5707 0.258
H -2.4442 2.1339 5.1740 0.233

=====

Energy relative to the most stable one, in kcal/mol: entry P 0.0; entry Q 2.1

=====

Entry P
18
Properties=species:S:1:pos:R:3:mulliken_charge:R:1 method="wB97M-V/def2-TZVPD" homo_ev=-9.3 smiles=CC[C@@H](N)CN lumo_ev=0.91 total_charge=0
C -2.3285 -0.6550 0.4257 -1.000
C -0.8005 -0.7548 0.2339 -0.717
C 0.2231 0.3083 -0.2844 0.082
N -0.0595 1.5867 0.4356 -0.619
C 1.6733 -0.0463 -0.1414 -0.922
N 2.7119 0.5181 -0.9534 -0.650
H -2.7882 0.2286 -0.0433 0.284
H -2.3918 -0.5091 1.5350 0.246
H -2.8748 -1.5691 0.1953 0.297
H -0.2679 -1.1055 1.2695 0.320
H -0.5310 -1.6435 -0.3824 0.329
H 0.1210 0.4710 -1.3258 0.368
H -1.1288 1.9639 0.0658 0.290
H -0.1026 1.0791 1.4284 0.404
H 1.6701 -1.1860 -0.1357 0.333
H 1.8689 -0.0153 0.9174 0.320
H 2.7614 -0.1093 -1.8078 0.310
H 2.2440 1.4383 -1.4321 0.326

=====

Entry Q
18
Properties=species:S:1:pos:R:3:mulliken_charge:R:1 method="wB97M-V/def2-TZVPD" homo_ev=-7.0 lumo_ev=0.82 total_charge=0
C -2.3616 0.3179 0.0684 -0.711
N -1.5437 -0.8488 0.3119 -0.544
H -1.9923 -1.5147 0.9402 0.111
H -0.3233 -1.0015 -0.2469 0.275
H -2.9500 0.6969 0.9209 0.277
H -1.6949 1.1301 -0.2571 0.168
H -3.1597 0.2184 -0.6812 0.257
C 1.7764 -0.4804 -1.3149 -1.315
N 0.9190 1.4510 0.7337 -0.320
C 0.7509 0.1230 0.9383 -0.243
C 1.0934 -0.8612 -0.0157 -0.097
H 0.5965 2.0957 1.4371 0.243
H 1.0571 1.7738 -0.2111 0.229
H 0.5312 -0.1603 1.9566 0.227
H 1.4893 -1.7671 0.4379 0.419
H 1.0851 0.0676 -1.9623 0.341
H 2.0555 -1.3778 -1.8666 0.351
H 2.6712 0.1374 -1.1891 0.333

=====

Entry R
18
Properties=species:S:1:pos:R:3:mulliken_charge:R:1 method="wB97M-V/def2-TZVPD" homo_ev=-8.3 smiles="C=CN.CCN" lumo_ev=1.03 total_charge=0
C 2.3417 1.4299 -0.1492 -0.826
C 3.5482 1.3720 -0.7008 0.158
N 4.7614 1.0551 -0.1071 -0.469
H 2.1216 1.2777 0.8955 0.223
H 1.5019 1.7376 -0.7546 0.229
H 3.7865 1.5598 -1.7412 0.272
H 5.4488 0.5543 -0.6427 0.215
H 4.8122 0.7276 0.8445 0.198
C -3.4700 -2.3837 0.6464 -0.957
C -3.7308 -1.0591 -0.0646 -0.410
N -2.8411 0.0702 0.1961 -0.554
H -4.1122 -3.1685 0.2498 0.301
H -3.7092 -2.3528 1.7177 0.287
H -2.4104 -2.6231 0.5689 0.269
H -4.7757 -0.7787 -0.1664 0.352
H -3.4347 -1.2812 -1.1035 0.285
H -2.9229 0.3792 1.1567 0.212
H -1.8507 -0.1041 0.0440 0.214

=====

Energy relative to the most stable one, in kcal/mol: entry P 28.6; entry Q 50.5; entry R 0.0

=====

Entry P
18
Properties=species:S:1:pos:R:3:mulliken_charge:R:1 method="wB97M-V/def2-TZVPD" homo_ev=-6.8 lumo_ev=-0.82 total_charge=0
N 1.3902 -2.4673 -1.6139 -0.654
C 0.5404 1.9628 2.0186 -1.096
C 0.2251 0.7363 1.2068 0.225
C -1.0095 0.8293 0.3771 -0.766
C -1.2262 -0.4221 -0.4679 0.003
N -1.3074 -0.4379 -1.8549 -0.640
H 0.4388 -2.0550 -1.9979 0.280
H 1.4771 -3.4372 -1.8678 0.219
H -0.3690 2.1436 2.6733 0.223
H 0.5313 2.8595 1.3991 0.327
H 1.4493 1.8720 2.6613 0.328
H 0.4906 0.7549 0.1618 0.073
H 0.2809 -0.3401 1.7671 0.168
H -1.9264 1.1854 0.8406 0.272
H -1.3747 -1.4016 0.0719 0.307
H -0.2369 -0.3703 -1.1059 0.145
H -1.5234 0.5202 -2.2334 0.380
H 2.1501 -1.9325 -2.0360 0.207

=====

Entry Q
18
Properties=species:S:1:pos:R:3:mulliken_charge:R:1 method="wB97M-V/def2-TZVPD" homo_ev=-8.4 smiles=CN(C)CCN lumo_ev=1.06 total_charge=0
C -0.1653 1.0501 -1.4562 -0.998
N -0.2364 0.6201 -0.1135 0.118
C -1.2612 1.3590 0.7222 -0.979
C -0.3264 -0.8201 0.0108 -0.633
C 1.0082 -1.4679 0.0240 -0.636
N 1.9007 -0.9612 1.0908 -0.626
H 0.7401 0.6051 -1.9481 0.242
H -0.1140 2.1403 -1.5100 0.326
H -0.9605 0.6326 -2.0793 0.345
H -1.0830 2.4145 0.6590 0.337
H -2.3298 1.1196 0.3979 0.296
H -1.1452 0.9588 1.7842 0.303
H -0.8574 -1.2546 -0.8814 0.238
H -0.9456 -1.0948 0.8862 0.485
H 1.5527 -1.4500 -0.9252 0.317
H 0.7619 -2.5598 0.1392 0.330
H 1.5543 -1.3253 2.0158 0.252
H 1.9068 0.0339 1.1836 0.283

=====

Energy relative to the most stable one, in kcal/mol: entry P 167.5; entry Q 0.0